187
Properties=species:S:1:pos:R:3:forces:R:3 method="wB97M-V/def2-TZVPD" energy_ev=-90612.4549 e_homo_ev=-9.116 smiles=COCCOC.COCCOC.COCCOC.COCCOC.COCCOC.COCCOC.COCCOC.CCOCC.CCOCC.CCOCC.CCOCC.CCOCC
O 1.357894 -0.958237 -0.079971 0.3 -0.2 -1.6
O 5.506017 2.549149 0.117633 -0.5 -0.1 0.4
O 1.848401 4.351130 -1.850706 1.0 -0.7 -1.2
O -2.913452 -4.055187 -5.080056 -0.6 -0.8 -1.8
O 4.839083 -2.483375 2.016813 -0.2 1.6 1.4
O -6.300669 -4.312065 -0.042997 0.0 0.6 0.0
O -4.819741 -3.757409 2.469167 0.6 -0.6 1.0
O -0.325069 -4.277139 -3.381684 -0.7 0.5 -0.1
O -6.118312 -0.182885 -1.077856 -0.6 1.8 0.0
O 2.873659 4.988964 0.839841 0.6 0.6 -0.3
O -1.043222 -3.743758 2.058819 0.4 0.5 0.4
O -1.452674 4.128344 2.075299 -0.5 -0.2 0.1
O -5.219729 0.671205 1.384288 1.2 0.3 -2.7
O 3.686563 -1.766843 4.654055 -1.0 -0.4 0.5
O -1.331828 0.326728 -0.810256 1.7 0.0 0.1
O -1.416945 0.291201 -5.066825 0.6 -0.9 0.1
O -3.515036 3.068462 -4.669545 -0.6 0.4 -0.6
O 0.989792 1.597864 3.491168 0.4 0.7 -0.9
O 5.637359 -1.445604 -1.271378 1.6 0.5 0.2
C 1.573394 5.179461 0.360465 -0.8 -0.1 -0.2
C -2.443036 -4.977445 -4.130861 -0.7 1.5 1.1
C 5.204780 2.497823 1.495185 -0.2 -0.2 0.2
C -5.226863 0.594158 2.733978 -0.6 0.4 1.4
C 7.324177 -0.302705 0.015875 -0.6 0.9 0.4
C -2.400411 3.715012 -0.126821 0.6 1.2 -0.6
C -0.985531 -5.253113 -4.176785 1.0 0.1 0.7
C -4.000918 -3.054070 3.399151 -0.5 1.1 -0.5
C 2.610878 -0.769717 0.510382 1.3 0.4 0.9
C 2.963048 2.648983 4.393276 -0.1 1.0 0.5
C -6.339420 1.196043 -0.666616 1.0 -1.1 0.1
C -6.401503 1.151901 0.813853 -0.5 -0.3 1.8
C -2.635467 4.154991 1.287799 -0.8 0.5 0.6
C -0.526758 4.702694 4.241493 0.0 3.0 0.2
C 6.484455 2.469200 2.268264 -0.6 0.0 1.2
C -5.891622 -0.340290 -2.455091 1.3 -0.1 0.4
C 2.260310 2.204609 3.180779 -1.5 0.0 -0.9
C -6.795431 -4.002295 1.249410 -1.3 0.2 -0.7
C -1.746929 4.617914 3.371356 -0.9 -0.5 0.7
C -0.286648 -0.210579 -1.671265 -0.5 1.6 0.4
C 7.046134 -1.313770 -1.049700 -0.2 2.2 -0.9
C 2.823734 -0.950541 5.458476 0.3 -0.8 -0.8
C -2.360118 -4.540642 0.190282 0.4 0.6 -0.4
C 4.843103 2.598068 -2.111668 0.6 1.1 -0.9
C 5.088422 -3.761292 1.511513 0.1 1.0 -1.2
C -6.536144 -3.289261 -1.035157 1.4 -1.0 0.9
C -2.616375 0.989430 -5.087339 -0.4 -0.2 0.8
C 0.226518 1.453693 2.275317 0.4 -1.1 0.3
C 1.087934 0.036597 -1.070580 -0.6 0.9 1.4
C 3.317814 6.196569 1.427428 -0.7 -0.2 0.0
C -3.401947 4.428611 -4.380884 0.7 0.9 0.1
C 4.787079 -1.129465 4.107944 -0.4 0.3 -1.4
C -1.026449 -3.914046 0.663298 -0.9 -1.4 -0.4
C -3.371801 -4.698877 -6.307284 1.3 1.1 0.6
C -1.116366 0.885054 2.663101 -0.7 1.3 -0.8
C 1.203941 4.123386 -0.645117 -1.1 1.0 0.4
C 0.128742 -2.683285 3.914218 -0.9 0.6 0.5
C 1.046832 -4.430232 -3.166708 -0.1 0.3 0.4
C 5.387523 -2.109391 -2.473012 -0.1 -0.8 -0.3
C -5.974947 -3.079503 2.087890 0.2 0.2 0.6
C 3.918784 -2.322182 -2.511934 -2.6 0.1 -0.9
C -2.593429 -0.136397 -1.108405 -1.4 -0.5 -1.0
C 4.350245 2.490921 -0.706629 -0.6 -1.4 0.1
C 5.536834 -2.116111 3.245319 0.3 -0.5 -1.1
C -1.662830 -1.110712 -5.199980 -0.9 1.0 1.1
C -2.270915 2.431032 -4.810908 -1.0 -0.5 -0.7
C 0.199647 -3.162208 2.465761 -0.2 0.5 0.1
C 1.398224 3.475746 -2.892310 -0.8 1.0 0.5
H 4.607213 -4.488684 2.111773 -0.1 -1.1 0.8
H -0.903297 0.096108 3.370444 -0.4 -0.2 0.2
H -5.398153 1.568405 3.251536 -0.2 -0.4 -0.3
H 6.983837 1.522820 2.165076 0.1 -0.6 0.2
H -6.860913 -4.934098 1.806293 -0.1 -0.2 -0.1
H 1.409780 6.170145 -0.082590 0.4 0.0 -0.2
H 4.564922 3.338312 1.792426 0.1 0.1 -0.2
H -2.570481 -4.373886 -0.870372 0.5 0.0 -0.1
H -6.133458 -2.314960 -0.770437 0.5 -0.2 0.2
H 3.526209 -2.825579 -1.631318 0.3 0.0 0.4
H -0.222214 -4.632276 0.402344 -0.1 0.3 0.0
H 3.097581 1.790119 5.034860 0.6 0.1 0.4
H -0.823256 5.106803 5.245095 0.2 -0.6 -0.7
H -6.733741 -0.272017 -3.090962 -1.4 0.0 -0.4
H -3.363741 3.600024 -0.614457 -0.2 -0.4 0.0
H -4.385568 4.923349 -4.370525 0.3 -0.4 0.0
H 0.095622 3.860311 4.337589 0.2 -1.5 0.1
H 1.624205 -4.168661 -4.034416 0.3 0.3 -0.7
H -1.675499 2.739597 -5.686805 -0.1 0.7 0.4
H 7.534441 -2.191290 -0.742894 0.2 -1.9 0.0
H -6.064253 -3.712205 -1.920396 -0.1 0.4 -0.2
H 3.552867 -0.978476 -0.068703 -1.1 0.5 -0.3
H -6.543894 -2.776809 2.978430 -0.2 -0.1 0.0
H 0.131775 4.248562 -0.833943 -0.2 -0.3 0.3
H -5.701130 -2.162677 1.598603 0.1 0.7 -0.7
H -3.104810 0.858618 -6.066968 -0.1 0.2 0.2
H 0.227222 2.382593 1.712207 -0.4 0.3 0.2
H 6.261045 2.701896 3.332491 0.3 -0.4 -0.5
H 1.813835 0.183097 -1.883761 0.3 -0.8 0.2
H 2.714367 -1.473645 1.319815 -0.3 -0.2 0.5
H -1.758885 2.547073 -3.871913 0.8 -0.1 0.3
H 3.459250 -0.451386 6.182651 -0.3 0.1 0.6
H 0.115790 5.489912 3.813822 0.1 -0.1 0.1
H -0.466670 -1.275289 -1.752301 0.1 -0.4 -0.4
H -2.245876 5.587827 3.199505 0.3 0.1 0.5
H 2.115086 3.064773 2.485111 0.0 -0.5 0.2
H -2.274688 -1.450369 -4.332040 0.1 0.0 -0.8
H -3.087668 5.200756 1.361273 0.5 -1.0 -0.4
H 0.671079 0.700189 1.611871 0.4 0.1 0.2
H 0.991930 -3.905005 2.302796 0.1 0.1 0.2
H -3.315697 0.626718 -4.285238 0.4 0.1 -0.6
H -0.801026 -2.996595 0.148689 0.0 0.7 -0.1
H -0.325243 0.333763 -2.647581 -0.2 -0.7 0.4
H 3.835318 1.480210 -0.606407 0.5 1.0 0.2
H 3.293294 -1.395020 -2.618987 0.9 -0.5 0.3
H -5.503869 1.846501 -0.971577 -0.1 -0.3 -0.2
H 8.382917 -0.325650 0.227372 0.4 -0.2 0.4
H -1.744906 1.704804 3.090961 0.3 -0.8 0.0
H 5.499433 1.753783 -2.382090 -0.3 0.3 0.1
H 2.047546 -1.632621 5.877727 0.8 0.7 0.0
H -7.211365 0.477392 1.174424 0.0 0.4 -0.4
H -4.247257 0.281773 3.021689 0.6 -0.5 0.4
H -1.977448 4.608779 -0.649403 0.3 -1.0 0.0
H -2.981018 0.226714 -2.087950 0.2 0.3 0.4
H 0.853764 5.131235 1.182447 -0.1 -0.2 0.2
H -2.514568 -5.039746 -6.903950 -0.1 -0.3 0.2
H 3.406955 7.017471 0.723124 -0.2 0.1 -0.5
H -3.026938 -5.874457 -4.169333 -0.4 -0.7 0.1
H -7.825439 -3.575528 1.128129 0.5 -0.3 0.3
H -0.645518 -5.232425 -5.203042 0.4 0.0 -0.5
H -2.656740 -4.420988 -3.202392 0.2 -0.8 0.1
H 5.810938 -3.006363 3.813303 -0.2 -0.2 0.1
H -2.664943 -1.221765 -1.227741 0.4 -0.3 0.3
H 1.494579 2.434270 -2.645826 0.5 -0.7 0.3
H 1.958515 3.703563 -3.811776 -0.4 0.0 0.4
H 7.137106 0.706176 -0.345875 -0.3 0.1 0.0
H 6.477134 -1.616294 2.978694 0.1 -0.1 -0.2
H -7.262634 1.642415 -1.011035 -0.4 -0.2 -0.5
H -1.795172 2.783633 -0.201022 -0.4 0.7 -0.1
H -2.284338 -5.592384 0.334629 -0.2 -1.0 0.1
H 0.404837 -2.304248 1.809071 0.1 -0.1 0.1
H 4.286460 6.071118 1.845025 0.8 -0.4 0.6
H -3.311465 0.124174 -0.327331 0.2 0.3 0.0
H 1.152169 1.000801 -0.489839 -0.5 -0.4 -0.8
H 2.330122 -0.202069 4.834419 -0.1 0.0 0.0
H 3.620645 3.272034 -0.454665 0.4 -0.1 0.0
H 6.713356 -0.437715 0.928687 0.4 -0.2 -0.4
H -0.782723 -2.020876 4.071622 0.9 -0.8 -0.4
H 1.318251 -5.450537 -2.920383 0.0 -0.4 0.4
H 4.487695 -0.279974 3.419894 0.2 -0.4 0.8
H -5.412504 -1.297157 -2.556237 0.0 -0.6 -0.2
H 5.426594 3.545017 -2.187438 -0.2 -0.6 -0.1
H -2.141891 -1.259381 -6.155949 -0.4 -0.5 -0.2
H 3.855916 3.138687 4.014587 0.7 -0.4 0.4
H -5.998548 -0.133056 2.997441 0.0 0.0 0.8
H -1.623805 0.491988 1.750685 0.3 0.2 0.7
H -2.742707 4.956584 -5.101882 -0.4 -0.2 0.0
H -3.279148 -4.211485 0.652106 0.1 0.4 0.7
H -3.397333 3.485091 1.696622 0.0 -0.1 0.5
H 1.324043 -3.740794 -2.350644 -0.1 -0.4 -0.3
H -0.751158 -6.215691 -3.728015 -0.1 -0.5 -0.1
H 7.587588 -0.907700 -1.959490 -0.8 -0.7 0.5
H -2.892361 4.575185 -3.414555 -0.3 0.0 0.1
H 4.641949 -3.827376 0.494595 0.2 0.2 0.6
H 5.740552 -1.569881 -3.373341 0.0 0.0 0.4
H -4.466280 -2.845973 4.404961 0.1 -0.6 -0.8
H 1.362758 3.159634 -0.182675 0.3 -0.7 -0.2
H 3.527203 -2.941059 -3.337846 0.7 0.1 0.0
H -4.074718 -5.518009 -6.141536 0.0 0.2 0.2
H -2.489029 4.013905 3.981721 0.3 0.0 -1.2
H 2.584848 6.462822 2.185324 0.1 0.4 0.4
H 4.030827 2.702784 -2.843485 0.1 -0.3 0.3
H -3.789742 -3.886446 -6.880801 -0.6 0.0 -0.2
H -3.824060 -2.049258 2.950743 0.4 -0.4 0.4
H 5.476672 -0.776661 4.883739 0.0 0.2 0.0
H -6.555695 2.138881 1.262436 -0.5 0.3 -0.3
H -0.747712 -1.633080 -5.140401 1.1 -0.5 -0.1
H 7.170982 3.188514 1.920538 0.8 1.2 -0.5
H 6.160683 -3.867002 1.395478 0.4 -0.7 0.1
H 0.994427 -2.036417 4.227359 -0.7 -1.1 -0.6
H -5.176098 0.358958 -2.856277 0.4 0.7 0.1
H 2.465934 3.466715 4.934456 -0.3 -0.4 -0.1
H -0.010487 -3.549837 4.589938 0.3 0.5 -0.2
H 2.865517 1.455050 2.676043 0.1 -0.1 -0.2
H 4.648644 1.597065 1.806693 -0.1 0.0 -0.6
H 5.888633 -3.094276 -2.450692 0.0 0.2 -0.2
H -7.569146 -3.111757 -1.177355 -1.4 -0.2 -0.3
H 0.296784 3.609413 -2.978424 0.5 0.2 -0.5
H -3.065396 -3.602194 3.479476 -0.1 0.1 0.1
H 2.661806 0.257792 0.951816 0.2 -0.6 -0.4